Computed, not measured: C6H8N2 as an isolated structure at a distorted geometry, with ωB97M-V/def2-TZVPD.

The geometry in XYZ format:
```
16
C6H8N2, DFT ωB97M-V/def2-TZVPD
C 0.8334 1.0915 -0.4046
C 1.3109 0.2153 0.6853
C 0.0936 -0.5657 0.7194
C -0.7545 -1.6100 1.1198
C -1.8610 -0.1293 -0.1601
C -0.5996 0.3386 -0.0940
H 0.6065 0.6921 -2.6877
H 1.9106 2.0036 -1.9121
H 0.7960 2.0479 -0.0272
H 2.0755 -0.4285 0.4032
H 1.5463 0.9968 1.4910
H -0.5082 -2.2990 1.9033
H -2.4825 -2.1513 0.7098
H -2.5144 0.3958 -0.6170
N 1.4498 0.8004 -1.7997
N -1.9024 -1.3982 0.6707
```

total charge = 0
gap between HOMO and LUMO = 0.31081 hartree
highest occupied orbital energy = -7.625 eV
lowest unoccupied orbital energy = 0.833 eV
energy above the lowest of the compared OMol25 structures with the same formula, charge and spin = 615.85 kJ/mol
total energy = -342.69937 hartree

Löwdin atomic charge list, values in e, 6 entries:
1. C -0.3106
2. C -0.1644
3. C -0.1991
4. C -0.1416
5. C 0.0152
6. C -0.1070